The molecule C18H26N2O2. Source: the Open Molecules 2025 dataset; level of theory: wB97M-V/def2-TZVPD.

Each atom is followed by the atoms it is bonded to, with distances in Å.
Element x y z (Å)
1 H -5.600 -3.481 -2.373  C37 1.090
2 C 0.347 -1.029 -0.024  H10 1.091, C11 1.534, N39 1.449, H44 1.096
3 H 2.873 -0.032 1.561  C40 1.093
4 H -4.223 -1.467 -2.963  C30 1.091
5 H -0.630 2.647 -0.250  C45 1.091
6 C 4.758 0.799 2.090  C7 1.322, H16 1.081, C40 1.499
7 C 5.734 1.559 1.625  C6 1.322, H27 1.081, C33 1.497
8 H -2.395 0.895 0.096  C34 1.087
9 C 4.040 3.054 0.561  H28 1.090, H31 1.091, C33 1.525, C47 1.530
10 H 0.496 -2.053 -0.369  C2 1.091
11 C 1.211 -0.057 -0.837  C2 1.534, H14 1.087, N17 1.444, H22 1.097
12 H -0.748 1.547 -1.655  C45 1.096
13 O 1.289 3.241 0.620  C18 1.217
14 H 2.262 -0.298 -0.699  C11 1.087
15 H 2.778 1.454 2.504  C40 1.096
16 H 4.964 0.012 2.804  C6 1.081
17 N 0.921 1.300 -0.436  C11 1.444, C18 1.360, C45 1.449
18 C 1.727 2.180 0.216  O13 1.217, N17 1.360, C47 1.521
19 H 3.555 1.226 -0.443  C47 1.093
20 C -1.856 -1.581 -0.856  C21 1.528, N39 1.360, O42 1.216
21 C -3.329 -1.205 -1.003  C20 1.528, C30 1.538, H43 1.093, C48 1.549
22 H 0.962 -0.168 -1.900  C11 1.097
23 H -5.192 -4.554 -0.232  C29 1.078
24 H -1.086 0.756 1.283  C34 1.097
25 H -4.022 -3.278 1.560  C38 1.078
26 H -3.372 -0.991 1.169  C48 1.090
27 H 6.756 1.390 1.935  C7 1.081
28 H 3.732 3.583 1.463  C9 1.090
29 C -4.938 -3.511 -0.330  H23 1.078, C37 1.494, C38 1.323
30 C -3.986 -2.075 -2.089  H4 1.091, C21 1.538, C37 1.534, H41 1.092
31 H 3.869 3.719 -0.287  C9 1.091
32 H 5.885 2.365 -0.332  C33 1.096
33 C 5.514 2.675 0.652  C7 1.497, C9 1.525, H32 1.096, H35 1.093
34 C -1.343 0.650 0.222  H8 1.087, H24 1.097, N39 1.445, C45 1.534
35 H 6.104 3.544 0.954  C33 1.093
36 H -6.041 -2.056 -1.425  C37 1.095
37 C -5.251 -2.793 -1.603  H1 1.090, C29 1.494, C30 1.534, H36 1.095
38 C -4.314 -2.835 0.622  H25 1.078, C29 1.323, C48 1.496
39 N -1.057 -0.706 -0.187  C2 1.449, C20 1.360, C34 1.445
40 C 3.322 0.956 1.693  H3 1.093, C6 1.499, H15 1.096, C47 1.535
41 H -3.263 -2.836 -2.389  C30 1.092
42 O -1.408 -2.634 -1.267  C20 1.216
43 H -3.403 -0.154 -1.293  C21 1.093
44 H 0.605 -0.956 1.039  C2 1.096
45 C -0.483 1.622 -0.595  H5 1.091, H12 1.096, N17 1.449, C34 1.534
46 H -4.942 -0.824 0.374  C48 1.095
47 C 3.185 1.794 0.415  C9 1.530, C18 1.521, H19 1.093, C40 1.535
48 C -4.005 -1.392 0.378  C21 1.549, H26 1.090, C38 1.496, H46 1.095

The frontier orbital gap comes out at 0.3528 Eh. For the LUMO energy, the calculation gives 0.72 eV. As for the SMILES: O=C([C@@H]1CC=CCC1)N1CCN(C(=O)[C@@H]2CC=CCC2)CC1. For the energy relative to the best compared isomer or geometry (same formula, charge and spin), the calculation gives 1.781 eV.